Here is a 2-piece molecular cluster, C7H14N3O overall in a non-equilibrium geometry from the Open Molecules 2025 dataset. Energies are from ωB97M-V/def2-TZVPD.

Calculated values
Highest occupied orbital energy (eV): -12.2
LUMO energy (eV): -2.7
Total charge: +1
HOMO-LUMO gap (eV): 9.5

Each line ends with the Löwdin charge.
Positions of all 25 atoms, in Å:
H 1.35037 -0.77842 -1.86433  0.12
N -4.02280 -0.70141 0.71048  0.14
H 1.81041 -0.99257 1.86392  0.08
C 2.29768 -0.16231 -0.07053  -0.38
C -0.70185 0.01922 -0.41704  -0.06
C 2.47617 1.30344 -0.67437  -0.05
H -3.42406 1.64644 -0.34840  0.13
C 1.93108 -0.03114 1.39992  -0.04
C -2.83902 -0.15641 0.23062  -0.38
H 1.22185 -2.44333 0.36594  0.17
H -1.45853 -1.77475 0.16963  0.14
O 1.15188 -2.16734 -0.59093  0.12
H 2.83522 1.34263 -1.75061  0.09
H 1.21582 0.74309 1.48064  0.08
H 2.75289 0.30775 1.86977  0.05
C -1.33618 1.18501 -0.56473  -0.09
H -1.08118 2.04770 -1.12649  0.10
H 3.15375 2.05446 -0.10565  0.12
N -2.68726 1.09372 -0.11827  0.17
H 3.31349 -0.67806 -0.17143  0.19
H -4.90460 -0.14151 0.74069  0.13
C 1.42143 -0.97131 -0.85712  -0.20
N -1.66370 -0.80972 0.13486  0.13
H 1.45281 1.80314 -0.75469  0.07
H -4.26566 -1.73832 0.44813  0.17

Cartesian forces (eV/Å) of the 6 atoms listed first:
H -0.20 0.48 -2.29
N -1.10 -2.08 -0.83
H -1.06 -0.40 0.40
C 2.61 2.58 0.46
C 1.86 -0.09 -0.56
C -0.51 1.11 -0.83

***

Here is C7H14N3O as an isolated structure in a non-equilibrium geometry from the Open Molecules 2025 dataset. Energies are from ωB97M-V/def2-TZVPD.

Calculated values
Highest occupied orbital energy (eV): -13.0
LUMO energy (eV): -4.1
Total charge: +1
HOMO-LUMO gap (eV): 8.9

Each line ends with the Löwdin charge.
Positions of all 25 atoms, in Å:
H -0.67942 2.14006 -0.69544  0.18
H 2.45860 1.45361 -0.82889  0.08
H -1.62108 -1.68391 1.23099  0.13
C -0.32144 0.14798 -0.19533  -0.39
C -2.21534 -0.80872 0.95454  -0.20
C -3.14751 -1.12786 -0.20153  -0.06
H 3.21231 1.43942 0.75319  0.10
H 1.74060 2.36480 0.53113  0.08
H -2.77396 -0.46540 1.82579  0.13
N -0.14681 -1.08824 -0.89303  0.08
H -3.72972 -0.25193 -0.47846  0.08
H 3.19432 -2.65721 -0.29350  0.08
H -2.59153 -1.49026 -1.06330  0.06
C 1.88227 -1.07169 0.08198  -0.34
O -1.33578 0.30163 0.67401  -0.05
H -1.14533 1.06743 -1.90267  0.18
H 0.48870 1.43450 -1.68086  0.16
C 3.05104 -1.71136 0.20104  0.17
N 0.91674 -1.67103 -0.73140  0.11
C 2.24930 1.44776 0.24147  -0.08
H 3.86121 -1.31200 0.78523  0.09
H -3.83470 -1.90828 0.11098  0.09
N -0.41447 1.28625 -1.20858  0.28
C 1.47616 0.23144 0.66501  -0.12
H 1.22894 0.19892 1.72059  0.14

Cartesian forces (eV/Å) of the 6 atoms listed first:
H 0.07 -0.28 -0.22
H 0.07 0.01 -0.07
H 0.00 0.12 0.04
C 4.11 0.64 2.43
C -0.50 -0.50 -0.01
C 0.26 0.14 0.16

***

Here is an isolated ion of composition C7H14N3O and charge +1 in a non-equilibrium geometry from the Open Molecules 2025 dataset. Energies are from ωB97M-V/def2-TZVPD.

Calculated values
Expectation value of S²: 2.0228
Highest occupied orbital energy (alpha / beta) (eV): -10.6 / -13.7
2S+1: 3
LUMO energy (alpha / beta) (eV): -2.8 / -8.2
Total charge: +1
HOMO-LUMO gap (alpha / beta) (eV): 7.8 / 5.5

Each line ends with the Mulliken spin population.
Positions of all 25 atoms, in Å:
H -2.03777 -2.35329 -0.83965  0.02
H -1.99165 -1.87198 1.74037  0.01
C 0.61122 0.76524 -0.35527  0.29
C -2.68398 -1.50370 -0.60959  0.00
C -2.05647 0.77610 -0.20299  -0.08
H -1.88551 -0.17805 2.23542  0.02
C 2.41007 -0.42994 -1.34009  -0.01
C -0.08389 1.68991 0.52327  0.12
H 3.29302 0.00623 -1.80774  0.01
H 1.67920 -0.66570 -2.11170  0.01
N -1.34548 1.67054 0.61550  0.38
H 0.00109 0.29895 -1.12121  0.02
H 0.45024 2.43475 1.10013  0.01
H 3.44474 0.18112 0.94889  0.01
H 2.37615 1.52364 1.39153  0.01
C 2.83685 1.00022 0.56023  0.00
H -0.45786 -1.00987 1.58374  0.02
C -1.54425 -0.91019 1.50205  0.02
H -3.01689 -1.03750 -1.53555  0.01
N 1.86818 0.48099 -0.36599  0.26
O -2.59679 1.18849 -1.19882  0.18
H -3.55667 -1.85989 -0.06163  0.04
N -1.94102 -0.52523 0.15876  0.66
H 3.50994 1.68731 0.04087  0.01
H 2.71754 -1.35814 -0.85055  0.00

Cartesian forces (eV/Å) of the 6 atoms listed first:
H -0.02 -0.10 0.16
H 0.06 -0.06 -0.20
C -2.91 1.87 0.97
C 0.53 0.00 -1.15
C 1.93 4.99 0.12
H 0.15 0.21 -0.24

***

Here is a 2-piece molecular cluster, C7H14N3O2 overall in a non-equilibrium geometry from the Open Molecules 2025 dataset. Energies are from ωB97M-V/def2-TZVPD.

Calculated values
Highest occupied orbital energy (eV): -14.0
LUMO energy (eV): -3.1
Total charge: +1
HOMO-LUMO gap (eV): 10.8

Each line ends with the Löwdin charge.
Positions of all 26 atoms, in Å:
C -0.45708 0.08592 1.66998  -0.01
H 2.67281 -2.36614 -0.15784  0.13
C 0.98470 4.40473 1.26225  -0.06
H -0.72154 -1.61133 3.06206  0.04
H -0.15641 -3.89767 -2.27160  0.12
N -0.32745 -3.63018 -1.30699  0.06
C -1.54982 -1.65531 -1.61346  -0.01
C -0.24151 1.16980 0.80233  -0.47
H -2.46202 -2.28449 -1.56181  0.12
C -0.46290 -0.86794 2.38344  0.20
H 1.84455 3.80373 1.24605  0.06
H 0.70699 5.02792 2.19417  0.12
O -0.01130 0.96553 -0.39063  0.04
H -1.48527 -1.49763 -2.62416  0.07
C -0.07304 3.47849 0.71658  -0.22
H -1.17421 -4.12281 -1.05043  0.11
N 1.76692 -2.72323 -0.44400  0.16
C 0.89759 -1.73769 -0.75540  -0.04
H -0.93814 4.06521 0.71360  0.10
O -0.30699 2.31742 1.51890  0.04
H 1.41584 -3.65625 -0.33217  0.10
H 1.05003 5.23010 0.53326  0.09
H 0.94212 -0.59272 -0.88663  0.17
N -0.31253 -2.21741 -1.11233  -0.15
H -1.73446 -0.68491 -1.27590  0.07
H 0.13312 2.99685 -0.31926  0.15

Cartesian forces (eV/Å) of the 6 atoms listed first:
C 0.24 -0.85 0.55
H -0.09 -0.79 0.12
C -1.39 1.52 0.04
H 0.11 -0.97 0.76
H 0.23 0.51 -0.16
N 0.51 -0.74 0.28

***

Here is an isolated ion of composition C7H14N3O3S and charge +1 in a non-equilibrium geometry from the Open Molecules 2025 dataset. Energies are from ωB97M-V/def2-TZVPD.

Calculated values
Structure (SMILES): C[C@@H]1[C@H](O)N1S(=O)(=O)[C@H]1CN(C)C=[NH+]1
Highest occupied orbital energy (eV): -13.3
LUMO energy (eV): -3.3
Total charge: +1
HOMO-LUMO gap (eV): 10.0

Each line ends with the Löwdin charge.
Positions of all 28 atoms, in Å:
H -1.28454 2.10168 -0.65229  0.18
N -2.93428 -0.45238 -0.28876  -0.11
S 0.47051 -0.57624 0.34716  0.69
C -0.73265 -0.05788 -1.18596  -0.19
H -1.40228 -2.15045 -0.68656  0.15
C 4.06298 0.88211 0.95012  0.01
O 0.41835 -1.97236 0.30724  -0.30
H -3.18610 1.53636 0.16243  0.16
H -3.26629 -2.13491 0.65304  0.09
C -2.54154 0.76255 -0.09566  -0.06
H -4.32952 -0.74204 1.26320  0.15
C -1.84236 -1.16177 -1.11933  -0.04
H 2.99703 -0.80929 1.82419  0.17
N -1.39924 1.09338 -0.71015  0.06
H 4.27903 -0.15658 -1.49047  0.15
H 3.46534 1.74980 0.85025  0.09
N 1.95454 -0.00718 -0.05990  -0.10
H -4.63876 -1.67731 -0.42973  0.13
O 3.59598 -0.89264 -1.46450  0.07
C -3.88355 -1.30329 0.34695  -0.01
C 2.92773 -1.10864 -0.34774  -0.36
H 2.35226 -2.01955 -0.30935  0.14
H 4.77042 0.74577 0.16680  0.07
O -0.21127 0.05352 1.47109  -0.28
H -2.38724 -1.32873 -2.17176  0.18
H -0.24719 0.10139 -2.09517  0.12
H 4.53740 0.74725 1.85968  0.07
C 3.11747 -0.29460 0.85046  -0.22

Cartesian forces (eV/Å) of the 6 atoms listed first:
H 1.44 -0.48 -0.67
N 2.97 -1.13 -0.90
S -2.37 3.39 -0.49
C 0.36 -1.12 2.81
H -1.22 1.85 -0.61
C -1.16 -1.98 -1.30

***

Here is a 2-piece molecular cluster, C7H14N3P overall in a non-equilibrium geometry from the Open Molecules 2025 dataset. Energies are from ωB97M-V/def2-TZVPD.

Calculated values
Highest occupied orbital energy (eV): -9.0
LUMO energy (eV): 0.1
Total charge: 0
HOMO-LUMO gap (eV): 9.1

Each line ends with the Löwdin charge.
Positions of all 25 atoms, in Å:
C -2.32426 0.04462 0.22880  -0.38
H -3.65311 0.45336 -1.90115  -0.09
C 0.12312 1.46972 -0.44404  -0.26
P -3.76493 -0.31136 -0.82949  0.87
H 1.66585 2.83547 -1.45107  0.10
H 0.09258 -0.91693 -1.53588  0.09
H 0.52759 -2.06972 1.87567  0.09
H 1.35234 -0.03642 0.30906  0.13
H 0.24096 0.69348 1.61015  0.12
N -4.54180 1.01048 -0.10196  -0.29
C 1.49334 2.06828 -0.59783  -0.15
N -3.84585 1.55329 0.80808  -0.10
C -0.53687 -1.80591 1.69467  -0.07
H -0.07325 0.94100 -1.33907  0.06
H -1.10694 -1.26156 2.52042  0.10
H 0.51658 -2.36698 -0.62232  0.10
C -0.44799 -0.88998 0.44525  -0.41
H -0.68542 2.27589 -0.28134  0.13
H 2.09956 1.23111 -1.08024  0.08
C 0.34109 0.31927 0.60928  -0.22
C -0.29660 -1.66776 -0.82076  -0.06
N -2.65554 0.90875 1.06890  -0.06
H -1.10885 -2.19049 -1.13432  0.04
H -1.06358 -2.83667 1.71097  0.10
H 2.00234 2.29913 0.34152  0.08

Cartesian forces (eV/Å) of the 6 atoms listed first:
C 3.02 -2.86 -0.99
H 0.72 1.11 -2.20
C -0.39 0.78 1.32
P -0.04 -1.99 1.77
H -0.77 -0.55 1.89
H -0.45 -0.94 -0.37

***

Here is a 2-piece molecular cluster, C7H14N4 overall in a non-equilibrium geometry from the Open Molecules 2025 dataset. Energies are from ωB97M-V/def2-TZVPD.

Calculated values
Highest occupied orbital energy (alpha / beta) (eV): -15.8 / -15.8
LUMO energy (alpha / beta) (eV): -7.3 / -7.3
Total charge: +2
HOMO-LUMO gap (alpha / beta) (eV): 8.5 / 8.5

Each line ends with the Löwdin charge.
Positions of all 25 atoms, in Å:
C -0.74265 -1.62746 -0.61561  -0.23
C 3.70758 0.68315 0.92118  0.00
H 3.02245 0.03356 -2.21814  0.18
C 2.97403 0.34300 -1.17280  -0.03
N -4.19433 1.35557 -0.35910  0.16
N 1.97596 0.74624 -0.39171  0.11
H -0.03115 -1.64596 -1.54353  0.14
H 0.49853 -1.46267 1.05342  0.03
H -4.66202 2.15897 0.18077  0.20
N -2.20514 0.15226 -0.11291  0.07
C -2.93426 1.05172 0.41511  -0.11
C 2.40154 0.91357 0.90924  -0.06
H -3.16213 1.25703 1.50876  0.17
H 4.26458 0.74678 1.84172  0.14
H -1.58070 -2.28635 -0.93875  0.13
C -0.27408 -2.03389 0.76029  -0.05
C -1.09460 -0.20080 -0.51422  -0.02
H 1.90480 1.21298 1.80373  0.14
H -4.00798 1.76432 -1.34415  0.21
H -1.02708 -2.04816 1.43111  0.07
H 0.01949 -2.99966 0.63915  0.07
H 0.99788 0.94568 -0.57154  0.13
N 4.08522 0.36089 -0.41412  0.14
H 4.94296 0.04831 -0.84791  0.18
H -4.87890 0.53093 -0.41999  0.20

Cartesian forces (eV/Å) of the 6 atoms listed first:
C 0.27 -0.11 -3.06
C 1.39 -0.43 -0.83
H -0.56 0.39 0.38
C 0.97 0.55 0.80
N -1.10 1.57 -0.59
N -1.23 0.07 0.49

***

Here is a 2-piece molecular cluster, C7H14N4O overall in a non-equilibrium geometry from the Open Molecules 2025 dataset. Energies are from ωB97M-V/def2-TZVPD.

Calculated values
Structure (SMILES): [H]/N=c1\[nH]cn[nH]1.C=CCCOC
Highest occupied orbital energy (eV): -8.3
LUMO energy (eV): 0.6
Total charge: 0
HOMO-LUMO gap (eV): 8.9

Each line ends with the Löwdin charge.
Positions of all 26 atoms, in Å:
C -2.99860 -3.57387 2.18542  -0.12
C -2.27266 -0.88917 -0.19369  -0.20
H -0.19915 -0.67600 -0.93502  0.11
H 5.57402 1.38052 -0.97963  0.02
C -0.94858 1.22950 -0.42191  0.00
H -2.79691 -3.06622 3.15164  0.09
N 4.86152 1.30792 -0.26515  0.09
H -3.91072 -4.14396 2.27036  0.08
O -3.15492 -2.65144 1.13273  -0.19
H -1.14448 -2.52360 0.68012  0.12
H 1.57335 3.41270 -2.53749  0.12
H -2.16508 -4.28135 1.98496  0.09
C 2.10260 2.88617 -1.76036  -0.17
C 3.77842 1.84790 -0.67028  -0.49
N 1.57858 2.54522 -0.63052  0.02
H 4.03974 2.65880 -2.63757  0.15
H -1.78591 1.83784 -0.04489  0.07
H -2.62118 -1.46623 -1.06040  0.12
N 3.41359 2.50287 -1.85323  0.12
H 2.44805 1.54026 0.94154  0.15
H -1.73267 -1.33703 1.85564  0.13
C -1.99947 -1.87509 0.93330  -0.27
N 2.59861 1.90819 0.02918  0.06
H -3.09578 -0.22507 0.10326  0.12
C -1.05430 -0.09238 -0.55177  -0.19
H -0.08809 1.74350 -0.72625  -0.03

Cartesian forces (eV/Å) of the 6 atoms listed first:
C 0.64 -0.01 0.19
C -0.14 -0.07 0.11
H -0.35 0.35 0.12
H 0.20 -0.04 0.02
C -1.68 -0.90 0.11
H -0.07 -0.15 -0.38

***

Asked for energy relative to the best compared isomer or geometry (same formula, charge and spin) across the records above, the calculation gives 3.0514 3.6201 0.0000 4.0219 2.1037 1.3835 2.3935 2.7025 eV in order.
Asked for DFT total energy across the records above, the calculation gives -13994.7518 -13994.1831 -13993.4533 -16040.9205 -28924.0575 -21239.6834 -13427.0556 -15491.8422 eV in order.
Asked for molecular weight across the records above, the calculation gives 156.21 156.21 156.21 172.21 220.27 171.18 154.22 170.22 g mol⁻¹ in order.